{
  "formula": "C38H88AlF9NO18S7",
  "method": "ωB97M-V/def2-TZVPD",
  "species": ["C", "C", "C", "C", "C", "C", "C", "C", "C", "C", "C", "Al", "C", "C", "C", "C", "C", "F", "F", "C", "F", "F", "S", "F", "F", "F", "F", "F", "N", "C", "C", "C", "H", "H", "H", "H", "H", "H", "H", "H", "H", "H", "H", "H", "H", "H", "H", "H", "H", "H", "H", "H", "H", "H", "H", "H", "H", "H", "H", "H", "H", "H", "H", "H", "H", "H", "H", "H", "H", "H", "H", "H", "O", "S", "O", "O", "C", "C", "C", "H", "H", "H", "H", "H", "H", "H", "H", "O", "S", "O", "O", "C", "C", "C", "H", "H", "H", "H", "H", "H", "H", "H", "O", "S", "O", "O", "C", "C", "C", "H", "H", "H", "H", "H", "H", "H", "H", "O", "S", "O", "O", "C", "C", "C", "H", "H", "H", "H", "H", "H", "H", "H", "O", "S", "O", "O", "C", "C", "C", "H", "H", "H", "H", "H", "H", "H", "H", "O", "S", "O", "O", "C", "C", "C", "H", "H", "H", "H", "H", "H", "H", "H"],
  "coordinates": [[-3.420553, 4.875429, -0.068516], [-2.796719, 6.155136, -0.625278], [-1.429985, 6.438619, -0.009115], [-0.293947, 5.590584, -0.570468], [1.009771, 5.843537, 0.204757], [2.166583, 6.362729, -0.642693], [2.810465, 5.356903, -1.634438], [2.466997, 3.875257, -1.449608], [3.597001, 2.976003, -2.012213], [3.130500, 1.599981, -2.516135], [2.217415, 0.852401, -1.543640], [1.916355, -1.111849, -2.033374], [0.407333, -1.186960, -3.405940], [-0.575522, -0.004625, -3.370256], [-0.382664, 0.922373, -4.582487], [-0.745368, 2.380534, -4.352650], [-2.220761, 2.603929, -4.100031], [-3.019419, 1.718778, -4.745819], [-2.478278, 2.441287, -2.757878], [-2.693515, 4.067452, -4.381273], [-3.796320, 4.354719, -3.633653], [-1.686974, 4.912280, -3.991882], [-3.151497, 4.438540, -6.185634], [-4.093500, 5.641009, -5.724256], [-4.370837, 3.440178, -6.070194], [-2.214069, 3.276743, -6.705178], [-1.954338, 5.473151, -6.352077], [-3.568193, 4.724241, -7.687638], [1.528245, -1.982212, -0.377265], [1.009759, -3.363422, -0.392617], [1.502832, -4.256546, -1.514671], [3.031619, -4.447961, -1.513037], [-3.802772, 5.085622, 0.927515], [-2.663542, 4.100337, 0.003186], [-4.228261, 4.518048, -0.697915], [-2.700325, 6.129531, -1.708909], [-3.450270, 6.996993, -0.399929], [-1.182815, 7.491487, -0.156010], [-1.509284, 6.288685, 1.068478], [-0.570448, 4.544945, -0.437705], [-0.167409, 5.768764, -1.635892], [1.290097, 4.971758, 0.786355], [0.788087, 6.622387, 0.937001], [2.913954, 6.782568, 0.027326], [1.777660, 7.201067, -1.222937], [3.891069, 5.451950, -1.523509], [2.598546, 5.644006, -2.661353], [2.349734, 3.608839, -0.409059], [1.574329, 3.639947, -2.025695], [4.146879, 3.521424, -2.779903], [4.267020, 2.769480, -1.175573], [4.031427, 1.004379, -2.655310], [2.610578, 1.705686, -3.472038], [2.712570, 0.817107, -0.564690], [1.283117, 1.396416, -1.389354], [3.326071, -1.667954, -2.611060], [0.884018, -1.200738, -4.391908], [-0.167194, -2.113425, -3.356315], [-0.525701, 0.582038, -2.454561], [-1.597353, -0.390105, -3.410429], [-0.943995, 0.523720, -5.424312], [0.668151, 0.875275, -4.861369], [-0.183963, 2.789910, -3.518414], [-0.436312, 2.952367, -5.226212], [0.771980, -1.423937, 0.007070], [1.336832, -3.869755, 0.530789], [-0.083822, -3.383226, -0.352522], [1.062618, -5.240838, -1.329957], [1.129870, -3.958125, -2.492644], [3.492314, -3.986392, -0.652575], [3.260188, -5.510598, -1.539711], [3.437730, -4.036617, -2.431842], [4.807223, -5.710300, 0.649775], [4.890561, -6.299116, 1.947810], [5.392460, -5.553539, 3.061222], [5.708563, -7.665004, 1.830361], [6.997079, -7.594675, 1.188842], [8.067802, -7.007596, 2.087120], [3.329176, -6.990431, 2.363416], [6.908812, -7.033908, 0.256419], [7.239991, -8.624360, 0.931667], [7.881940, -5.953753, 2.287451], [9.043363, -7.096993, 1.608295], [8.091090, -7.528161, 3.044867], [2.976307, -7.585069, 1.523285], [2.653731, -6.158757, 2.552137], [3.441218, -7.597708, 3.257848], [-3.304670, 7.749037, 5.161527], [-4.148815, 7.397302, 4.059903], [-3.775557, 7.745188, 2.726826], [-5.618013, 7.930863, 4.359106], [-5.770595, 9.326481, 4.698572], [-5.685587, 10.230975, 3.485631], [-4.518326, 5.678418, 4.123524], [-5.032658, 9.598999, 5.454756], [-6.753749, 9.397230, 5.159703], [-4.683625, 10.231562, 3.058959], [-5.938427, 11.252909, 3.768930], [-6.374344, 9.896516, 2.710278], [-4.834914, 5.423400, 5.130717], [-3.604951, 5.147840, 3.863388], [-5.298581, 5.462174, 3.398870], [2.316780, -9.091645, -0.628842], [1.334768, -10.057504, -1.008474], [0.588309, -10.755426, -0.006856], [2.013119, -11.116538, -1.986751], [3.230084, -11.746396, -1.539322], [2.979865, -12.838395, -0.517975], [0.235094, -9.337334, -2.172804], [3.912136, -10.986431, -1.154953], [3.677467, -12.164171, -2.438973], [2.605688, -12.427398, 0.418353], [3.908098, -13.372052, -0.311652], [2.238039, -13.545888, -0.888165], [0.815738, -8.845062, -2.947505], [-0.371947, -8.607891, -1.637054], [-0.392275, -10.120623, -2.590542], [-2.670893, -7.023570, -1.278420], [-3.574840, -7.299218, -2.351810], [-3.188463, -7.047458, -3.703832], [-4.954452, -6.575344, -2.051359], [-4.903525, -5.159019, -1.750030], [-4.705246, -4.306043, -2.986160], [-4.146875, -8.959642, -2.221456], [-4.125493, -4.974773, -1.008376], [-5.861816, -4.939202, -1.284025], [-3.717452, -4.455907, -3.418676], [-4.806282, -3.252292, -2.727453], [-5.443156, -4.558030, -3.747978], [-4.472753, -9.139959, -1.201199], [-3.309063, -9.605368, -2.473594], [-4.960599, -9.105103, -2.926535], [-8.236777, 8.880715, 8.106354], [-8.218299, 8.290039, 9.409862], [-7.832660, 9.071048, 10.542665], [-7.344498, 6.965586, 9.356895], [-6.011735, 7.067651, 8.806495], [-5.023953, 7.680766, 9.777989], [-9.766233, 7.520844, 9.737190], [-6.046656, 7.624485, 7.868939], [-5.718439, 6.046687, 8.571881], [-5.250600, 8.729119, 9.966220], [-4.016309, 7.616367, 9.367815], [-5.054137, 7.159599, 10.734634], [-10.037498, 6.902463, 8.886587], [-10.493095, 8.317207, 9.878424], [-9.675215, 6.927481, 10.642595], [9.275385, -1.408789, -2.582271], [9.028142, -1.739778, -1.210768], [9.614385, -2.920026, -0.650022], [7.477482, -1.720901, -0.934672], [6.604523, -2.504630, -1.795688], [6.647623, -3.980730, -1.466442], [9.439666, -0.363407, -0.192299], [6.858562, -2.312538, -2.838549], [5.604653, -2.108296, -1.625731], [7.616982, -4.420028, -1.710483], [5.878452, -4.503762, -2.032846], [6.466571, -4.141550, -0.405447], [8.972604, 0.526711, -0.603385], [10.523086, -0.267988, -0.203833], [9.087649, -0.561430, 0.816150]],
  "forces_ev_per_angstrom": [[0.3, 0.4, -0.3], [0.1, 0.1, 0.2], [-0.1, 0.2, -0.3], [-0.1, -0.4, 0.7], [-0.2, 0.5, -0.1], [-0.3, -0.2, -0.3], [0.2, 0.0, 0.7], [0.8, -0.1, -1.0], [-0.6, -0.1, 0.4], [-0.2, 0.3, 0.5], [0.2, -0.5, 0.0], [0.0, 0.4, 0.5], [0.1, 0.1, 0.1], [-0.3, -0.2, -0.4], [0.1, -0.3, 0.5], [0.1, 0.0, -0.6], [0.2, -0.1, 0.8], [0.1, 0.2, 0.1], [0.0, 0.0, -0.3], [0.0, 0.6, 0.8], [0.9, -0.2, -0.7], [-1.1, -0.7, -0.3], [-0.1, 0.6, 0.1], [0.1, -0.1, -0.1], [-0.1, 0.0, 0.0], [0.0, -0.1, -0.1], [-0.1, -0.2, -0.1], [0.0, 0.0, 0.1], [-0.5, -0.3, -1.0], [0.4, 0.4, 0.6], [0.1, -0.5, 0.3], [-0.6, -0.2, -0.8], [-0.1, -0.1, 0.2], [0.0, -0.3, 0.0], [-0.2, -0.1, 0.0], [0.0, -0.2, -0.2], [-0.2, 0.1, 0.0], [0.1, 0.1, 0.0], [0.1, 0.0, 0.2], [0.0, -0.2, -0.3], [0.0, 0.1, -0.2], [0.1, -0.2, 0.0], [0.1, 0.1, 0.2], [0.2, -0.1, 0.0], [0.0, 0.2, 0.0], [0.2, 0.0, -0.1], [-0.1, 0.0, -0.2], [-0.4, 0.0, 0.2], [-0.4, 0.0, 0.3], [0.1, 0.0, -0.1], [0.4, 0.2, 0.0], [0.0, -0.2, -0.4], [0.1, 0.0, -0.3], [0.0, 0.0, 0.1], [-0.1, 0.1, 0.0], [0.1, -0.1, -0.2], [0.0, -0.1, -0.1], [0.1, -0.2, 0.1], [0.2, 0.1, 0.2], [-0.2, 0.1, 0.1], [0.0, 0.0, -0.2], [0.1, 0.2, 0.0], [-0.1, 0.0, 0.3], [-0.1, 0.1, -0.1], [0.2, 0.2, 0.3], [-0.1, -0.1, 0.1], [-0.2, 0.0, -0.2], [-0.2, -0.1, 0.0], [0.0, 0.3, -0.1], [0.2, 0.1, 0.1], [0.2, -0.1, 0.3], [0.3, 0.3, 0.1], [0.3, 0.2, 0.1], [-0.4, -0.3, 0.0], [0.1, 0.1, 0.0], [-0.1, 0.0, 0.1], [0.4, 0.0, -0.2], [-0.1, 0.1, 0.1], [0.0, -0.2, 0.0], [-0.1, 0.0, 0.0], [-0.1, -0.1, 0.1], [0.0, 0.0, 0.0], [0.0, 0.0, 0.0], [0.0, 0.0, 0.0], [0.0, 0.0, 0.0], [0.1, 0.1, 0.0], [0.0, 0.0, 0.0], [0.1, 0.1, 0.0], [-0.3, -0.3, 0.1], [0.1, 0.1, -0.1], [0.0, -0.1, 0.0], [-0.1, 0.5, 0.1], [0.1, -0.1, -0.1], [0.0, 0.0, 0.0], [0.1, -0.1, 0.0], [0.0, -0.2, 0.0], [0.0, 0.0, 0.0], [0.0, 0.0, 0.0], [-0.1, 0.0, 0.0], [0.0, 0.0, 0.0], [0.0, 0.0, 0.0], [0.0, 0.0, 0.0], [0.2, 0.0, 0.3], [-0.2, 0.1, -0.4], [0.0, 0.0, 0.1], [-0.1, 0.0, 0.0], [0.4, -0.2, 0.2], [-0.2, 0.1, 0.1], [-0.1, 0.0, -0.1], [-0.1, 0.1, 0.0], [-0.1, 0.1, -0.1], [0.0, 0.0, 0.0], [0.0, 0.0, -0.1], [0.0, 0.0, 0.0], [0.0, 0.0, 0.0], [0.0, 0.0, 0.0], [0.0, 0.0, 0.0], [0.2, 0.0, 0.0], [-0.3, -0.1, 0.1], [0.2, 0.0, 0.0], [0.0, -0.1, 0.0], [0.0, 0.6, 0.1], [0.1, -0.2, -0.1], [-0.1, 0.0, 0.0], [0.1, -0.1, 0.0], [0.0, -0.2, 0.0], [0.0, 0.0, 0.0], [0.0, 0.0, 0.1], [0.0, 0.0, 0.0], [0.0, 0.0, 0.0], [0.0, 0.0, 0.0], [0.0, 0.0, 0.0], [0.1, 0.2, 0.0], [0.0, -0.4, 0.0], [0.0, 0.2, 0.0], [-0.1, 0.0, 0.0], [0.6, 0.1, -0.2], [-0.2, 0.1, 0.1], [0.0, 0.0, 0.0], [-0.1, 0.0, 0.0], [-0.2, -0.1, 0.0], [0.0, 0.0, 0.0], [0.0, -0.1, 0.0], [0.0, -0.1, 0.0], [0.0, 0.0, 0.0], [0.0, 0.0, 0.0], [0.0, 0.0, 0.0], [0.1, -0.1, -0.1], [-0.4, 0.2, 0.2], [0.2, -0.1, -0.1], [0.2, 0.0, 0.0], [-0.5, -0.3, -0.3], [0.4, 0.0, 0.1], [0.0, 0.1, 0.0], [0.1, 0.1, 0.1], [0.1, 0.1, 0.1], [0.0, 0.0, 0.0], [-0.1, 0.1, 0.0], [-0.1, 0.0, 0.0], [0.0, 0.0, 0.0], [0.0, 0.0, 0.0], [0.0, 0.0, 0.0]],
  "energy_ha": -6838.2358,
  "total_charge": -1,
  "molar_mass_g_mol": 1269.5,
  "homo_ev": -4.31,
  "relative_energy_kj_mol": 0.00,
  "homo_lumo_gap_ha": 0.20913,
  "lumo_energy_ev": 1.4
}